# 1
{"formula": "C4H5CuO5", "method": "ωB97M-V with the def2-TZVPD basis set", "s2": 2.003, "multiplicity": 3, "orbital_gap_ev": [7.483, 8.675], "e_lumo_ev": [0.70, -1.75], "elements": ["O", "Cu", "O", "C", "O", "O", "C", "C", "O", "C", "H", "H", "H", "H", "H"], "coordinates": [[0.59, -1.73, 0.12], [2.38, -1.08, 0.66], [1.09, -1.04, 2.15], [0.25, -1.51, 1.34], [-1.04, -1.38, 1.56], [0.82, 1.76, 0.32], [-0.30, 2.09, 0.65], [-1.56, 1.34, 0.31], [-1.36, 0.15, -0.39], [-1.74, -1.03, 0.23], [-0.47, 2.98, 1.30], [-2.17, 2.02, -0.31], [-2.13, 1.19, 1.25], [-1.81, -1.81, -0.54], [-2.76, -0.92, 0.63]], "lowdin_charge": [-0.111, 0.677, -0.060, -0.762, 0.074, 0.050, -0.211, -0.163, -0.070, -0.125, 0.131, 0.142, 0.143, 0.148, 0.137]}

---

# 2
{"formula": "C6H14N2", "method": "ωB97M-V with the def2-TZVPD basis set", "e_above_lowest_kj_mol": 223.4, "orbital_gap_ev": 9.395, "smiles": "CCC1(NN)CCC1", "e_lumo_ev": 1.02, "elements": ["C", "C", "C", "N", "N", "C", "C", "C", "H", "H", "H", "H", "H", "H", "H", "H", "H", "H", "H", "H", "H", "H"], "coordinates": [[-2.35, 0.67, -0.68], [-1.49, -0.03, 0.37], [-0.02, 0.08, 0.07], [0.37, 1.78, 0.22], [1.64, 2.12, -0.23], [0.51, -0.55, -1.21], [1.46, -1.43, -0.38], [0.95, -0.75, 0.91], [-3.40, 0.59, -0.43], [-2.18, 0.22, -1.66], [-2.07, 1.72, -0.73], [-1.76, -1.09, 0.42], [-1.69, 0.41, 1.35], [0.35, 1.91, 1.23], [2.39, 1.50, 0.08], [1.63, 2.17, -1.24], [1.01, 0.15, -1.89], [-0.24, -1.09, -1.77], [1.24, -2.49, -0.44], [2.52, -1.28, -0.58], [0.48, -1.42, 1.63], [1.72, -0.17, 1.43]], "lowdin_charge": [-0.101, -0.220, -0.382, -0.069, -0.059, -0.129, -0.156, -0.137, 0.068, 0.066, 0.064, 0.117, 0.112, 0.085, 0.065, 0.066, 0.097, 0.106, 0.100, 0.100, 0.107, 0.100]}

---

# 3
{"formula": "C19H25N7O9P2W", "method": "ωB97M-V with the def2-TZVPD basis set", "charge": 2, "s2": 2.011, "multiplicity": 3, "e_above_lowest_kj_mol": 58.5, "orbital_gap_ev": [8.021, 8.282], "e_lumo_ev": [-6.03, -6.70], "elements": ["W", "N", "N", "C", "O", "O", "H", "H", "H", "N", "C", "C", "P", "O", "O", "O", "P", "O", "O", "O", "H", "H", "H", "H", "H", "H", "H", "H", "C", "C", "C", "C", "N", "C", "C", "C", "C", "C", "C", "N", "H", "H", "H", "H", "H", "H", "H", "H", "N", "C", "O", "C", "C", "C", "N", "C", "C", "H", "H", "H", "H", "H", "H"], "coordinates": [[-0.28, 0.45, -0.50], [-0.57, 2.63, 0.17], [-1.41, 3.26, -0.79], [-1.71, 2.46, -1.89], [-2.70, 2.59, -2.56], [-0.74, 1.56, -2.10], [-1.07, 2.50, 1.06], [0.24, 3.22, 0.31], [-2.21, 3.74, -0.38], [-3.89, 0.35, 3.08], [-3.38, -0.38, 1.85], [-4.10, -1.70, 1.67], [-1.54, -0.50, 2.09], [-1.55, -1.27, 3.49], [-1.07, 0.90, 2.25], [-0.85, -1.24, 0.95], [-3.53, 0.85, 0.47], [-4.83, 0.41, -0.31], [-3.57, 2.19, 1.09], [-2.35, 0.43, -0.41], [-4.90, 0.24, 3.17], [-3.69, 1.35, 2.95], [-3.45, 0.00, 3.94], [-3.94, -2.36, 2.52], [-3.72, -2.20, 0.77], [-5.17, -1.54, 1.52], [-0.74, -1.73, 3.76], [-5.00, 0.91, -1.12], [3.40, 1.63, -2.72], [3.33, 0.84, -3.87], [2.33, -0.11, -3.98], [1.42, -0.26, -2.95], [1.49, 0.50, -1.84], [2.46, 1.42, -1.73], [0.31, -1.23, -2.97], [0.09, -2.11, -4.02], [-0.97, -3.00, -3.94], [-1.77, -3.00, -2.82], [-1.50, -2.10, -1.80], [-0.48, -1.23, -1.88], [4.15, 2.39, -2.60], [4.05, 0.97, -4.66], [2.28, -0.72, -4.87], [2.47, 2.02, -0.83], [0.72, -2.10, -4.90], [-1.16, -3.69, -4.76], [-2.60, -3.68, -2.71], [-2.09, -2.05, -0.90], [5.89, -0.94, 3.09], [4.88, -0.11, 3.43], [4.83, 0.52, 4.47], [3.71, -0.01, 2.47], [3.34, -1.01, 1.59], [2.20, -0.83, 0.82], [1.47, 0.29, 0.88], [1.81, 1.25, 1.76], [2.92, 1.13, 2.56], [6.67, -1.00, 3.71], [5.98, -1.32, 2.17], [3.88, -1.95, 1.51], [1.86, -1.61, 0.14], [1.16, 2.10, 1.84], [3.17, 1.90, 3.28]], "lowdin_charge": [1.794, -0.030, 0.050, -0.675, 0.139, -0.192, 0.075, 0.116, 0.147, 0.202, -0.474, -0.044, 0.342, -0.088, -0.319, -0.373, 0.381, -0.070, -0.250, -0.423, 0.180, 0.142, 0.160, 0.098, 0.086, 0.097, 0.115, 0.119, -0.002, 0.005, 0.039, -0.177, -0.046, -0.085, -0.174, 0.035, 0.006, 0.002, -0.075, -0.021, 0.127, 0.132, 0.123, 0.114, 0.122, 0.132, 0.127, 0.092, 0.197, -0.491, 0.105, -0.083, 0.031, -0.103, -0.112, -0.099, 0.049, 0.132, 0.105, 0.126, 0.122, 0.101, 0.140]}

---

# 4
{"formula": "C3H7N3O", "method": "ωB97M-V with the def2-TZVPD basis set", "e_above_lowest_kj_mol": 423.8, "orbital_gap_ev": 9.051, "e_lumo_ev": 0.73, "elements": ["N", "C", "C", "N", "N", "C", "O", "H", "H", "H", "H", "H", "H", "H"], "coordinates": [[-0.87, 0.73, -0.16], [0.50, 0.84, -0.11], [1.14, -0.71, 0.48], [-1.66, 1.86, 0.07], [0.30, -1.67, 0.96], [1.47, -0.71, -0.86], [1.13, 1.86, -0.15], [-1.26, -0.20, -0.02], [-2.27, 1.73, 0.87], [-2.19, 2.08, -0.76], [0.23, -2.57, 0.49], [0.04, -1.63, 1.93], [1.22, -1.55, -1.52], [2.24, -0.06, -1.22]], "lowdin_charge": [-0.045, -0.477, -0.255, 0.037, 0.039, 0.003, 0.070, 0.120, 0.083, 0.082, 0.097, 0.091, 0.078, 0.079]}

---

# 5
{"formula": "C10H27NO3S", "method": "ωB97M-V with the def2-TZVPD basis set", "e_above_lowest_kj_mol": 101.8, "orbital_gap_ev": 5.775, "e_lumo_ev": -0.26, "elements": ["C", "C", "N", "C", "C", "C", "C", "C", "O", "C", "H", "H", "H", "H", "H", "H", "H", "H", "H", "H", "H", "H", "H", "H", "H", "H", "H", "H", "H", "H", "O", "H", "C", "S", "O", "C", "H", "H", "H", "H", "H", "H"], "coordinates": [[23.63, 46.56, 33.60], [23.16, 48.01, 32.98], [23.64, 49.22, 33.92], [22.76, 49.19, 35.09], [25.02, 49.13, 34.28], [25.97, 49.11, 33.08], [23.44, 50.50, 33.17], [23.88, 51.85, 33.82], [23.61, 52.96, 33.00], [24.08, 54.21, 33.65], [24.71, 46.61, 33.73], [23.37, 46.04, 32.88], [23.20, 46.38, 34.55], [22.20, 48.08, 33.04], [23.54, 48.11, 32.01], [22.77, 48.29, 35.55], [21.71, 49.19, 35.13], [22.76, 49.89, 35.93], [25.18, 48.36, 34.89], [25.23, 50.03, 34.90], [26.01, 48.35, 32.26], [27.03, 48.81, 33.56], [26.18, 49.96, 32.80], [22.29, 50.53, 33.18], [23.59, 50.27, 32.14], [24.87, 51.91, 34.02], [23.25, 52.21, 34.76], [23.76, 54.17, 34.64], [23.58, 55.06, 33.12], [25.18, 54.26, 33.65], [22.98, 48.71, 29.78], [22.49, 49.24, 30.53], [19.67, 50.57, 29.63], [20.57, 50.66, 28.05], [19.46, 50.64, 27.02], [21.17, 52.35, 28.31], [19.20, 49.70, 29.44], [19.09, 51.44, 29.98], [20.48, 50.35, 30.42], [20.36, 53.04, 28.50], [21.62, 52.52, 27.32], [21.78, 52.72, 29.29]], "lowdin_charge": [0.046, -0.004, -0.250, -0.028, -0.202, -0.008, -0.053, -0.204, -0.197, -0.048, 0.078, -0.011, 0.064, 0.061, 0.057, 0.058, 0.105, 0.123, 0.079, 0.147, 0.124, 0.147, -0.033, 0.161, 0.113, 0.074, 0.162, 0.044, 0.112, 0.099, -0.603, -0.166, -0.265, 0.826, -0.567, -0.305, -0.018, 0.061, 0.057, 0.020, 0.034, 0.113]}

---

# 6
{"formula": "C9H18Cl2GdOS", "method": "ωB97M-V with the def2-TZVPD basis set", "charge": -1, "s2": 16.008, "multiplicity": 8, "e_above_lowest_kj_mol": 467.6, "orbital_gap_ev": [5.980, 6.109], "e_lumo_ev": [2.56, 2.56], "elements": ["Gd", "Cl", "Cl", "C", "H", "H", "C", "C", "H", "C", "H", "C", "H", "H", "C", "H", "H", "C", "H", "H", "H", "H", "C", "S", "C", "O", "H", "H", "H", "H", "H", "H"], "coordinates": [[-0.95, 1.14, -0.92], [-0.43, 3.51, 0.06], [-3.40, 0.01, -0.36], [-2.38, 1.98, -2.30], [-2.58, 1.52, -3.28], [-1.98, 3.00, -2.68], [1.11, -1.17, -1.18], [1.10, 0.10, -1.24], [0.25, -1.88, -1.17], [1.83, 1.34, -0.93], [-1.18, 1.73, -2.71], [3.27, 0.76, -0.79], [1.68, 2.07, -1.74], [1.77, 2.01, -0.05], [3.26, -0.53, 0.04], [3.61, 0.63, -1.80], [3.99, 1.47, -0.35], [2.31, -1.65, -0.33], [4.28, -0.91, 0.10], [2.99, -0.22, 1.05], [2.84, -2.57, -0.59], [1.82, -1.99, 0.60], [-2.45, -0.11, 3.02], [-1.31, -1.19, 2.16], [-2.55, -2.15, 1.28], [-0.56, -0.30, 1.16], [-3.03, -0.73, 3.73], [-3.12, 0.39, 2.30], [-1.87, 0.63, 3.59], [-3.10, -1.44, 0.60], [-2.03, -2.90, 0.71], [-3.19, -2.58, 2.04]], "lowdin_charge": [0.916, -0.245, 0.012, -0.434, -0.051, -0.025, -0.183, -0.381, 0.098, -0.307, -0.059, -0.216, 0.093, 0.068, -0.201, 0.097, 0.101, -0.213, 0.096, 0.109, 0.084, 0.091, -0.284, 0.844, -0.359, -0.674, 0.050, 0.026, 0.057, -0.190, 0.039, 0.040]}

---

no.,total energy (eV)
1,-59102.1772
2,-9427.1687
3,-69366.2600
4,-9738.6411
5,-29264.5653
6,-68384.2699